[1]
Formula: C16H32Br16
Source: OMol25
Level of theory: the ωB97M-V functional and the def2-TZVPD basis

- <S²>: 0.75
- Gap between HOMO and LUMO (alpha / beta): 1.97 / 7.70 eV
- Energy relative to the best compared isomer or geometry (same formula, charge and spin): 10.98 kcal/mol
- E_tot: -41813.03981 Eh
- HOMO energy (alpha / beta): -0.23 / -5.97 eV
- Net charge: -1
- Spin multiplicity: 2

CARTESIAN COORDINATES (ANGSTROEM)
Br -4.803 -0.544 5.633
C -5.150 0.285 3.891
C -6.130 -0.547 3.111
Br -6.231 0.065 1.187
H -4.233 0.366 3.307
H -5.508 1.306 4.022
H -7.064 -0.628 3.667
H -5.744 -1.563 3.029
Br 1.305 -4.462 -3.299
C 2.952 -3.564 -2.695
C 2.618 -2.566 -1.670
Br 2.589 -3.418 0.133
H 3.147 -2.942 -3.570
H 3.803 -4.210 -2.481
H 1.704 -1.979 -1.756
H 3.427 -1.837 -1.636
Br 5.433 -0.188 -0.358
C 5.272 1.257 -1.655
C 4.301 0.813 -2.694
Br 5.107 -0.206 -4.156
H 6.287 1.426 -2.016
H 4.961 2.142 -1.102
H 3.884 1.763 -3.028
H 3.525 0.188 -2.253
Br -2.393 3.526 3.214
C -3.956 3.527 1.972
C -3.588 3.648 0.512
Br -2.255 2.201 0.019
H -4.627 4.336 2.263
H -4.427 2.568 2.188
H -3.206 4.625 0.215
H -4.398 3.592 -0.215
Br 1.744 2.428 -5.002
C 0.716 0.971 -4.092
C 1.075 -0.202 -4.936
Br -0.096 -1.723 -4.348
H -0.334 1.262 -4.056
H 0.944 0.837 -3.034
H 2.116 -0.445 -4.726
H 0.814 -0.167 -5.994
Br -3.574 -3.301 1.026
C -4.136 -2.704 -0.805
C -3.311 -1.402 -0.930
Br -3.590 -0.764 -2.777
H -5.205 -2.513 -0.715
H -3.837 -3.399 -1.590
H -2.267 -1.711 -0.874
H -3.582 -0.752 -0.098
Br 1.510 0.479 -0.260
C 0.166 -0.224 0.919
C 0.128 0.427 2.343
Br -1.408 -0.218 3.433
H 0.423 -1.274 1.059
H -0.826 -0.171 0.470
H -0.106 1.491 2.296
H 1.076 0.253 2.851
Br 5.586 -1.634 3.413
C 4.655 0.097 3.844
C 4.184 0.925 2.603
Br 3.201 2.499 3.280
H 5.276 0.571 4.604
H 3.768 -0.200 4.405
H 3.398 0.370 2.092
H 4.890 1.211 1.823



[2]
Formula: C16H32Cl2O5
Source: OMol25
Level of theory: the ωB97M-V functional and the def2-TZVPD basis

- Gap between HOMO and LUMO: 10.07 eV
- Energy relative to the best compared isomer or geometry (same formula, charge and spin): 26.21 kcal/mol
- E_tot: -1925.35669 Eh
- Structure (SMILES): CC(C)=O.CC(C)=O.CC(C)=O.CC(C)=O.CC(C)=O.ClCCl
- HOMO energy: -9.60 eV

CARTESIAN COORDINATES (ANGSTROEM)
C 5.163 -3.313 2.781
C 3.929 -2.742 2.104
C 2.598 -3.466 2.375
O 4.045 -1.789 1.322
H 5.954 -2.568 2.699
H 5.434 -4.171 2.167
H 4.999 -3.598 3.821
H 2.815 -4.534 2.359
H 1.971 -3.090 1.566
H 2.152 -3.173 3.325
C -1.356 -6.271 -3.313
C -1.547 -7.403 -2.343
C -2.940 -8.013 -2.233
O -0.688 -7.830 -1.598
H -1.140 -5.299 -2.870
H -2.256 -6.139 -3.914
H -0.604 -6.539 -4.054
H -3.694 -7.390 -2.714
H -2.986 -8.086 -1.146
H -2.968 -9.004 -2.685
C 1.747 6.711 6.840
C 0.787 5.576 6.502
C -0.164 5.934 5.434
O 0.840 4.452 6.961
H 2.155 6.487 7.826
H 1.155 7.625 6.794
H 2.570 6.699 6.126
H -1.107 6.246 5.883
H -0.319 5.099 4.751
H 0.120 6.889 4.991
C -2.666 1.545 -3.868
C -3.019 0.807 -2.599
C -1.955 0.547 -1.543
O -4.085 0.210 -2.517
H -2.283 2.539 -3.634
H -3.583 1.745 -4.423
H -1.986 1.120 -4.606
H -1.627 1.439 -1.009
H -1.093 0.052 -1.991
H -2.285 -0.113 -0.741
C 4.629 5.369 -0.084
C 3.634 5.215 -1.228
C 4.174 5.479 -2.645
O 2.491 4.915 -0.971
H 4.774 6.430 0.117
H 5.529 4.783 -0.269
H 4.222 4.969 0.845
H 4.313 4.511 -3.126
H 5.034 6.142 -2.551
H 3.390 5.948 -3.239
Cl -8.052 -5.205 -5.031
C -8.776 -4.025 -3.902
Cl -10.290 -4.682 -3.258
H -8.119 -3.923 -3.038
H -9.033 -3.116 -4.446



[3]
Formula: C16H32ClO18S
Source: OMol25
Level of theory: the ωB97M-V functional and the def2-TZVPD basis

- Gap between HOMO and LUMO: 9.42 eV
- E_tot: -2841.38082 Eh
- HOMO energy: -7.02 eV
- Net charge: -1

CARTESIAN COORDINATES (ANGSTROEM)
Cl 13.702 13.813 6.616
O 14.600 14.576 5.764
O 14.394 12.572 6.893
O 13.405 14.493 7.840
O 12.462 13.541 5.941
C 12.025 11.554 10.973
C 13.497 11.425 10.511
C 14.186 12.735 10.931
S 13.596 12.961 12.619
O 13.451 14.375 12.904
O 14.401 12.113 13.491
C 12.000 12.090 12.387
H 11.395 10.681 10.812
H 11.677 12.279 10.228
H 13.600 11.298 9.435
H 14.087 10.653 11.013
H 13.929 13.587 10.300
H 15.269 12.775 11.046
H 11.231 12.847 12.548
H 11.917 11.350 13.178
C 15.829 16.639 1.482
O 16.378 15.453 2.069
C 16.340 14.409 1.229
O 16.074 14.448 0.066
O 16.665 13.239 1.818
C 16.597 13.095 3.256
H 16.405 16.918 0.596
H 15.982 17.426 2.212
H 14.799 16.528 1.153
H 15.801 12.391 3.470
H 16.477 14.055 3.737
H 17.555 12.710 3.611
C 11.323 10.575 7.246
O 10.812 9.327 6.796
C 9.883 8.754 7.527
O 9.558 9.068 8.641
O 9.352 7.754 6.827
C 8.404 6.969 7.538
H 11.552 10.589 8.319
H 10.554 11.340 7.152
H 12.286 10.766 6.786
H 7.493 7.513 7.790
H 8.862 6.579 8.446
H 8.118 6.176 6.850
C 9.177 15.718 -0.258
O 9.801 15.186 0.901
C 11.012 15.625 1.212
O 11.707 16.366 0.572
O 11.334 15.085 2.388
C 12.589 15.474 2.904
H 9.903 16.258 -0.863
H 8.320 16.341 -0.017
H 8.834 14.852 -0.824
H 12.732 15.009 3.873
H 12.630 16.561 3.060
H 13.455 15.328 2.255
C 20.655 16.390 3.536
O 19.456 16.438 4.290
C 19.285 17.470 5.114
O 20.182 18.193 5.464
O 18.050 17.614 5.545
C 16.973 16.871 4.923
H 20.626 17.105 2.708
H 20.716 15.360 3.209
H 21.540 16.725 4.079
H 16.325 16.579 5.757
H 17.236 15.925 4.478
H 16.376 17.623 4.415



[4]
Formula: C16H32CoK3O16P
Source: OMol25
Level of theory: the ωB97M-V functional and the def2-TZVPD basis

- <S²>: 3.76
- Gap between HOMO and LUMO (alpha / beta): 6.05 / 5.99 eV
- Energy relative to the best compared isomer or geometry (same formula, charge and spin): 0.00 kcal/mol
- E_tot: -5356.32699 Eh
- HOMO energy (alpha / beta): -12.89 / -12.83 eV
- Net charge: +2
- Spin multiplicity: 4

CARTESIAN COORDINATES (ANGSTROEM)
Co 0.109 -0.178 -1.250
K 1.310 -3.614 1.658
K -0.737 -4.688 -1.757
K -1.561 -5.567 1.653
P -0.738 -1.931 -0.070
O -1.404 -0.527 -0.005
O -1.268 -3.211 0.584
O 0.750 -1.487 0.051
O -0.556 -1.960 -1.603
C -2.129 3.656 2.017
C -1.268 2.690 1.169
O 0.137 2.955 1.329
C 1.089 2.321 0.610
O 0.862 1.571 -0.335
O 2.322 2.690 1.166
C 3.441 2.022 0.720
H -3.145 3.350 2.268
H -2.066 4.731 1.854
H -1.675 3.561 3.004
H -1.568 2.730 0.122
H -1.612 1.727 1.546
H 3.448 0.978 1.034
H 4.397 2.370 1.110
H 3.634 2.172 -0.342
C -2.370 -0.292 3.623
C -2.047 -1.817 3.467
O -2.396 -2.431 4.683
C -2.013 -3.743 4.790
O -1.323 -4.418 4.043
O -2.404 -4.199 5.966
C -1.982 -5.423 6.581
H -3.349 -0.096 4.059
H -2.385 0.179 2.640
H -1.612 0.089 4.308
H -0.981 -2.001 3.329
H -2.649 -2.237 2.661
H -2.024 -5.400 7.670
H -0.942 -5.693 6.402
H -2.555 -6.331 6.390
C -1.335 4.850 -4.177
C -1.054 3.481 -3.481
O -2.111 2.554 -3.746
C -1.848 1.327 -3.392
O -0.859 0.919 -2.784
O -2.855 0.495 -3.904
C -2.740 -0.878 -3.658
H -0.404 5.417 -4.151
H -2.120 5.351 -3.610
H -1.531 4.683 -5.236
H -0.785 3.634 -2.436
H -0.146 3.191 -4.008
H -2.993 -1.218 -2.654
H -1.741 -1.227 -3.920
H -3.466 -1.529 -4.144
C 5.229 -1.800 -0.506
C 3.892 -1.298 -0.910
O 4.088 -0.201 -1.747
C 3.077 0.128 -2.496
O 1.898 -0.211 -2.375
O 3.450 1.236 -3.175
C 2.672 1.727 -4.252
H 5.379 -2.662 0.144
H 5.846 -0.998 -0.101
H 5.767 -2.112 -1.401
H 3.394 -1.043 0.025
H 3.283 -2.129 -1.267
H 1.608 1.955 -4.198
H 2.681 1.059 -5.114
H 2.981 2.749 -4.470



[5]
Formula: C16H32GaNO4SbSi3
Source: OMol25
Level of theory: the ωB97M-V functional and the def2-TZVPD basis

- Gap between HOMO and LUMO: 7.36 eV
- E_tot: -4017.25897 Eh
- HOMO energy: -17.81 eV
- Net charge: +3

CARTESIAN COORDINATES (ANGSTROEM)
Ga -1.060 0.196 -3.466
O -2.601 1.376 1.070
C -1.903 1.303 -0.033
O -1.071 0.433 -0.264
C -2.239 2.407 -0.994
C -2.978 3.504 -0.576
C -3.231 4.510 -1.492
C -2.759 4.379 -2.786
C -2.063 3.230 -3.130
N -1.801 2.263 -2.247
C -1.557 2.935 -4.531
O -1.794 3.744 -5.516
O -0.930 1.903 -4.744
H -2.434 0.637 1.677
H -3.329 3.573 0.443
H -3.798 5.385 -1.201
H -2.941 5.175 -3.496
H -2.305 4.540 -5.311
C 2.041 2.013 2.068
Si 1.232 0.572 2.887
C 2.324 -0.596 3.808
C -0.435 0.879 3.625
Sb 0.649 -1.067 0.724
Si -1.023 -3.300 0.982
C -1.068 -3.868 -0.769
C -2.543 -2.496 1.657
C -0.042 -4.298 2.179
Si 2.644 -1.067 -1.170
C 2.766 0.717 -1.641
C 2.133 -2.190 -2.542
C 4.005 -1.753 -0.124
H 2.280 2.775 2.818
H 1.394 2.476 1.320
H 2.979 1.718 1.594
H 2.663 -0.113 4.731
H 3.215 -0.862 3.234
H 1.800 -1.512 4.092
H -0.316 1.327 4.617
H -0.995 -0.051 3.759
H -1.014 1.584 3.028
H -1.460 -3.101 -1.437
H -1.716 -4.748 -0.849
H -0.075 -4.165 -1.110
H -2.999 -1.817 0.932
H -2.329 -1.961 2.585
H -3.287 -3.266 1.894
H 0.979 -4.483 1.838
H -0.524 -5.275 2.297
H -0.008 -3.831 3.166
H 1.899 1.035 -2.224
H 3.654 0.855 -2.269
H 2.868 1.375 -0.777
H 1.349 -1.767 -3.169
H 1.811 -3.170 -2.186
H 3.010 -2.351 -3.181
H 4.359 -1.048 0.631
H 4.849 -1.978 -0.787
H 3.729 -2.689 0.368



[6]
Formula: C16H32N3OPPdSi
Source: OMol25
Level of theory: the ωB97M-V functional and the def2-TZVPD basis

- <S²>: 6.06
- Gap between HOMO and LUMO (alpha / beta): 2.84 / 5.42 eV
- E_tot: -1626.77394 Eh
- HOMO energy (alpha / beta): -2.37 / -6.82 eV
- Spin multiplicity: 5

CARTESIAN COORDINATES (ANGSTROEM)
Pd -0.204 -0.508 -0.148
Si 0.052 -2.322 -1.433
P 0.665 1.384 -2.351
N -1.955 0.275 -0.516
H 0.675 0.933 -0.967
C 0.867 3.152 -2.192
H 1.008 3.603 -3.182
H 1.729 3.380 -1.555
H -0.034 3.568 -1.726
C 2.052 0.597 -3.167
H 2.341 1.187 -4.049
H 1.782 -0.419 -3.480
H 2.901 0.527 -2.476
C -0.862 1.048 -3.221
H -0.838 1.544 -4.203
H -1.706 1.427 -2.631
H -1.003 -0.030 -3.357
C 1.788 -3.048 -1.643
H 2.215 -3.289 -0.665
H 2.449 -2.349 -2.162
H 1.732 -3.976 -2.226
H -0.764 -3.421 -0.832
H -0.418 -2.059 -2.823
C -3.232 0.067 -0.700
C -5.523 0.836 -0.286
C -4.162 0.993 -0.111
C -3.764 -1.000 -1.506
C -5.128 -1.130 -1.680
C -6.014 -0.222 -1.077
H -6.209 1.531 0.195
H -3.721 1.805 0.476
H -3.041 -1.685 -1.962
H -5.516 -1.948 -2.288
H -7.088 -0.338 -1.217
C 3.456 -0.111 0.497
O 2.506 -0.374 -0.255
C 3.275 0.571 1.824
H 4.174 1.147 2.073
H 3.113 -0.182 2.610
H 2.404 1.229 1.790
C 4.869 -0.463 0.149
H 5.448 0.465 0.050
H 4.901 -1.044 -0.776
H 5.314 -1.045 0.965
C -1.094 0.670 5.193
N -0.050 -0.028 4.438
C 1.024 -0.698 5.185
C -0.092 -0.069 3.130
N -0.139 -0.117 1.960
H -0.870 0.541 6.253
H -2.084 0.248 4.974
H -1.103 1.741 4.946
H 1.041 -1.777 4.973
H 2.006 -0.269 4.933
H 0.825 -0.544 6.247



[7]
Formula: C16H32NO3S2
Source: OMol25
Level of theory: the ωB97M-V functional and the def2-TZVPD basis

- <S²>: 0.75
- Gap between HOMO and LUMO (alpha / beta): 8.29 / 9.20 eV
- E_tot: -1705.61364 Eh
- HOMO energy (alpha / beta): -7.82 / -8.74 eV
- Spin multiplicity: 2

CARTESIAN COORDINATES (ANGSTROEM)
C 4.638 -1.864 0.738
C 3.240 -1.280 1.026
C 2.671 -2.005 2.253
C 2.345 -1.512 -0.200
C 1.172 -0.555 -0.479
C -0.220 -1.125 -0.123
C -0.769 -0.798 1.256
C -1.993 -1.645 1.643
S -1.467 -3.295 2.238
C 1.432 0.877 0.008
C 2.310 1.127 1.243
C 2.925 2.523 1.078
C 1.537 1.123 2.573
N 3.428 0.160 1.304
O 4.292 0.406 2.205
H 5.083 -2.265 1.646
H 5.300 -1.086 0.367
H 4.565 -2.666 0.005
H 2.864 -3.072 2.131
H 3.177 -1.678 3.160
H 1.597 -1.884 2.365
H 2.992 -1.512 -1.080
H 1.972 -2.534 -0.108
H 1.147 -0.465 -1.566
H -0.213 -2.205 -0.288
H -0.920 -0.716 -0.849
H -1.049 0.253 1.324
H -0.022 -0.999 2.023
H -2.482 -1.196 2.505
H -2.697 -1.750 0.826
H -0.458 -3.468 1.385
H 1.920 1.396 -0.819
H 0.485 1.399 0.159
H 3.502 2.583 0.158
H 3.555 2.762 1.930
H 2.116 3.254 1.031
H 1.334 0.123 2.943
H 2.131 1.637 3.327
H 0.594 1.651 2.438
C -5.247 1.703 -3.371
C -3.998 1.151 -4.073
C -2.807 1.382 -3.134
S -3.482 1.365 -1.466
O -3.308 2.669 -0.880
O -3.022 0.192 -0.763
C -5.195 1.165 -1.944
H -6.163 1.398 -3.875
H -5.218 2.794 -3.356
H -4.123 0.083 -4.255
H -3.831 1.631 -5.036
H -2.049 0.605 -3.202
H -2.350 2.358 -3.280
H -5.817 1.706 -1.235
H -5.420 0.099 -1.905



[8]
Formula: C16H32O4S3
Source: OMol25
Level of theory: the ωB97M-V functional and the def2-TZVPD basis

- Gap between HOMO and LUMO: 9.54 eV
- Energy relative to the best compared isomer or geometry (same formula, charge and spin): 2.47 kcal/mol
- E_tot: -2124.30588 Eh
- HOMO energy: -9.02 eV

CARTESIAN COORDINATES (ANGSTROEM)
C -7.100 -0.918 -2.091
C -6.288 -1.009 -0.804
C -5.764 0.361 -0.375
C -5.073 0.349 0.989
C -3.857 -0.573 1.098
C -2.753 -0.224 0.118
H -3.096 -0.244 -0.913
H -1.902 -0.897 0.223
S -2.207 1.515 0.426
O -1.928 1.607 1.863
C -0.499 1.287 -0.372
C 0.012 2.598 -0.918
H -0.428 3.464 -0.428
H -0.070 2.691 -1.995
S 1.765 2.585 -0.412
O 2.500 1.654 -1.226
O 2.299 3.907 -0.265
C 1.396 1.772 1.165
C 0.438 0.718 0.692
H -0.149 0.295 1.513
S 1.313 -0.710 -0.147
O 0.172 -1.582 -0.477
C 2.039 -1.509 1.363
C 3.474 -1.076 1.620
C 4.253 -0.877 0.320
C 5.726 -0.571 0.585
C 6.482 -0.175 -0.683
C 6.599 -1.314 -1.689
H 7.046 -2.190 -1.225
H 7.225 -1.013 -2.525
H 5.623 -1.587 -2.081
H 7.486 0.154 -0.402
H 5.972 0.670 -1.149
H 6.208 -1.441 1.041
H 5.791 0.254 1.300
H 3.822 -0.052 -0.250
H 4.166 -1.782 -0.282
H 3.969 -1.842 2.224
H 3.501 -0.154 2.205
H 1.385 -1.331 2.214
H 1.995 -2.567 1.107
H 0.927 2.501 1.821
H 2.302 1.382 1.612
H -0.640 0.553 -1.166
H -4.154 -1.614 0.955
H -3.453 -0.479 2.109
H -4.753 1.367 1.229
H -5.799 0.045 1.747
H -6.607 1.054 -0.318
H -5.086 0.746 -1.139
H -6.914 -1.420 -0.009
H -5.453 -1.693 -0.960
H -7.460 -1.901 -2.386
H -6.491 -0.519 -2.899
H -7.959 -0.264 -1.956